The following is a quantum chemistry calculation of C10H13NO in the gas phase in a non-equilibrium geometry, from the OMol25 dataset.

Calculated values
SMILES string: N[C@@H]1CCc2ccccc2[C@@H]1O
ΔE to the lowest compared entry with this formula, charge and spin, kcal per mole: 114.9
Electronic energy, eV: -14113.4506
E_LUMO, eV: 0.611

Each line ends with the Mulliken charge.
Cartesian coordinates (Å):
1 N 2.38338 -0.30169 1.27304  -0.79
2 C 1.97404 -0.11736 -0.11385  -0.05
3 C 2.07011 1.35640 -0.61594  -0.56
4 C 0.72130 1.89956 -0.09540  -0.62
5 C -0.49566 0.99797 -0.22568  0.22
6 C -1.83251 1.42679 0.36204  -0.54
7 C -2.95641 0.59385 0.42958  -0.61
8 C -2.83002 -0.82248 0.02830  -0.40
9 C -1.51958 -1.30760 -0.41002  -0.59
10 C -0.54647 -0.29443 -0.52309  0.75
11 C 0.84572 -0.93301 -0.67026  -0.03
12 O 0.74672 -2.20806 0.07176  -0.65
13 H 3.06004 -1.12136 1.24491  0.34
14 H 1.75373 -0.43339 2.29987  0.29
15 H 2.81875 -0.64917 -0.66770  0.26
16 H 2.66537 2.18059 -0.20217  0.39
17 H 1.88582 1.39540 -1.79341  0.26
18 H 0.21334 2.79168 -0.74873  0.39
19 H 0.76808 2.33731 1.00801  0.30
20 H -1.79724 2.59759 0.60370  0.18
21 H -3.99657 0.83074 1.01404  0.20
22 H -3.63342 -1.52024 0.17158  0.40
23 H -1.11708 -2.33871 -0.72963  0.28
24 H 1.02764 -1.08801 -1.78824  0.24
25 H 1.11089 -2.00420 1.10828  0.33